1.
{"formula": "C7H7NO11P2Ti", "method": "ωB97M-V/def2-TZVPD", "homo_energy_ev": [-7.13, -7.10], "homo_lumo_gap_ev": [5.77, 5.74], "lumo_ev": [-1.352, -1.354], "symbols": ["O", "O", "H", "H", "O", "O", "C", "P", "O", "Ti", "O", "O", "H", "H", "C", "O", "H", "O", "N", "C", "C", "O", "C", "C", "C", "H", "P", "O", "H"], "xyz": [[1.44095, 0.11481, 3.25139], [-0.16882, 0.08840, 1.71630], [-2.69384, 2.38623, 2.06632], [3.91114, 0.03745, 1.67681], [1.14977, -0.06962, -3.82934], [-3.01448, -2.21472, 1.75887], [1.93034, 0.00958, 0.85882], [-3.08726, -1.52887, 0.32951], [-1.60198, 1.75653, -0.24591], [-0.78008, 0.02329, -0.18595], [-0.38091, 0.00602, -2.18189], [-4.12081, 1.70131, -0.91495], [5.03046, -0.03289, -0.52643], [3.61097, -0.06858, -2.61018], [0.82605, -0.03789, -2.54914], [-3.40095, 2.42574, 1.41053], [2.40075, 0.08194, 3.33585], [-1.65248, -1.68859, -0.24977], [1.13298, -0.03004, -0.29657], [3.95355, -0.03210, -0.45956], [1.08653, 0.07024, 1.96668], [-4.26278, -1.87134, -0.45288], [3.32027, 0.00545, 0.76834], [3.16354, -0.05448, -1.62561], [1.79923, -0.05148, -1.52035], [-3.86654, -2.60140, 1.99391], [-3.11292, 1.56503, 0.11699], [-2.94562, 0.05297, 0.74839], [0.33293, -0.04302, -4.35019]], "mulliken_charge": [-0.51, -0.34, 0.34, 0.20, -0.47, -0.48, 0.34, 0.80, -0.42, 0.84, -0.54, -0.60, 0.42, 0.51, 0.98, -0.52, 0.28, -0.46, -0.06, -0.85, 1.04, -0.63, -0.63, -0.40, -0.30, 0.34, 0.81, -0.04, 0.37]}

=====

2.
{"formula": "C3H11NO3", "method": "ωB97M-V/def2-TZVPD", "homo_energy_ev": -8.63, "e_above_lowest_kj_mol": 208.8, "smiles": "OCCNCO.O", "homo_lumo_gap_ev": 9.02, "lumo_ev": 0.397, "symbols": ["H", "O", "H", "H", "H", "O", "H", "H", "C", "N", "H", "H", "C", "H", "C", "O", "H", "H"], "xyz": [[-0.51730, 0.79740, 1.20674], [0.57038, 1.08800, 2.90095], [1.97495, -0.68675, 1.72055], [0.43059, -2.28538, 0.28866], [0.79442, 0.28459, 3.38565], [-2.29246, 0.61635, -2.51673], [-2.67867, 0.76912, -1.64550], [1.09935, 1.49445, 1.01246], [0.88271, -1.32674, 0.09184], [1.04201, -0.58846, 1.35893], [-1.03419, -0.63656, -0.34684], [-0.32033, 1.05014, -1.67272], [-0.08068, -0.69957, -0.86804], [-0.07902, -1.31752, -1.77604], [0.50906, 0.72445, 1.52498], [0.41837, 0.57093, -1.28138], [1.84790, -1.26612, -0.39378], [-2.56711, 1.41166, -2.98973]], "mulliken_charge": [0.20, -0.55, 0.22, 0.30, 0.31, -0.65, 0.34, 0.20, -0.58, -0.35, 0.33, 0.35, -0.58, 0.38, -0.04, -0.52, 0.32, 0.32]}

=====

3.
{"formula": "C46H48IN2O2TeTl", "method": "ωB97M-V/def2-TZVPD", "charge": -1, "homo_energy_ev": [-3.73, -4.08], "spin_multiplicity": 2, "homo_lumo_gap_ev": [5.98, 6.30], "lumo_ev": [2.252, 2.214], "symbols": ["H", "C", "H", "C", "H", "H", "H", "C", "H", "H", "H", "H", "H", "C", "H", "C", "H", "C", "C", "C", "C", "H", "H", "C", "C", "H", "H", "H", "H", "C", "C", "C", "C", "O", "H", "C", "H", "H", "C", "C", "H", "H", "Tl", "H", "C", "C", "C", "H", "C", "C", "C", "H", "H", "H", "H", "C", "H", "C", "Te", "C", "C", "H", "C", "C", "H", "H", "C", "C", "H", "O", "C", "H", "H", "C", "H", "H", "C", "N", "C", "C", "C", "C", "H", "C", "C", "I", "H", "C", "H", "C", "H", "C", "C", "H", "N", "C", "H", "H", "H", "H", "H"], "xyz": [[5.19849, 0.51535, -2.30876], [-1.38557, 3.16394, -0.63878], [-5.13656, -3.14981, 3.07307], [-4.24579, -0.40553, 0.50542], [2.93232, 0.25607, -1.35079], [-1.99524, -1.22180, 3.67247], [1.20997, 3.64279, 3.57978], [3.96397, -0.30774, 3.00599], [-2.78625, -3.89424, -1.77856], [5.39636, 0.64338, 1.10808], [-6.10112, 0.49471, 1.08225], [-2.89575, 0.91569, -0.52513], [-1.02123, 0.55324, -2.38055], [-1.37410, 3.84238, -2.95305], [-4.30130, 0.47288, -1.46858], [4.14871, -2.19707, -4.05111], [-4.20281, -3.93452, -2.84285], [3.70072, -1.57179, 0.98922], [-0.31729, -0.11457, 4.45407], [5.95035, -0.30034, 1.16120], [6.36401, -0.58143, 2.63152], [-2.47570, -4.14756, 0.98832], [-4.46502, 1.63393, -0.14523], [5.13185, -1.40832, 0.46346], [-2.05379, 3.66741, -1.78386], [5.36251, -0.81500, 4.58013], [3.05772, -0.75689, 0.66106], [-2.01194, 1.21333, -4.53895], [-3.11904, 3.87248, -1.74305], [-1.59395, 2.13630, 3.47058], [0.67743, 3.15739, -1.80793], [-1.54256, -0.24577, 3.81083], [2.09812, 3.07682, -1.90058], [0.41871, -2.65363, -2.31403], [6.59513, -1.64578, 2.72915], [4.55609, -0.29167, -2.64755], [-7.07313, -0.30794, 3.56012], [-7.17036, -2.07020, 3.62698], [2.87608, -2.32693, -3.50604], [2.43619, -1.44531, -2.52384], [-3.34949, -4.41453, 2.50783], [7.29011, -0.04729, 2.84946], [0.62908, 0.94001, 0.95177], [-1.88040, 4.17498, -3.85344], [3.28397, -0.42986, -2.10595], [-4.89186, -2.37528, 2.35031], [2.11132, 3.60505, -4.23251], [3.25552, -2.49756, 0.63063], [0.31292, 3.62321, 4.20505], [-2.18201, 0.88505, 3.32328], [2.80889, 3.27402, -3.04637], [-0.34472, 4.42367, 3.86682], [-1.98817, 2.98639, 0.25164], [5.99076, -1.08374, -4.04052], [5.42278, 0.85812, 4.00415], [4.99548, -1.18070, -3.62127], [0.62001, 3.83404, 5.23117], [0.26386, 1.13693, 4.59883], [-1.35691, -1.68542, -0.30951], [-2.81448, -3.67448, 1.91022], [-5.77021, -1.31899, 2.16837], [-2.09875, 3.01653, 3.08365], [-2.35707, 0.31269, -4.04589], [-3.36535, -1.48722, 0.68569], [3.88793, 3.19334, -3.05281], [4.48180, -2.89134, -4.81435], [-5.43021, -0.34760, 1.23733], [-2.23016, -1.20940, -2.17728], [1.23129, 1.23349, 5.08221], [3.26027, 0.63526, 2.72877], [-0.04699, 2.85392, -0.60994], [0.22375, 4.09244, -5.09174], [-4.29843, -3.15078, -1.25503], [-3.96095, 0.71681, -0.45957], [0.19649, -0.99367, 4.82738], [2.19713, -3.10649, -3.82514], [1.05077, -1.63737, -1.92451], [3.71728, -1.56658, 2.46829], [5.30109, -0.17758, 3.69483], [0.75929, 3.78436, -4.19879], [-3.76860, -1.62832, -3.96692], [-3.70084, -2.47783, 1.62762], [-4.53473, -2.25033, -4.42008], [-3.65414, -3.32652, -2.12190], [-3.35441, -0.46996, -4.61064], [3.18460, 2.76228, -0.11762], [5.66703, -2.35926, 0.58149], [-0.36145, 2.27876, 4.10080], [-3.80319, -0.18783, -5.55628], [0.02181, 3.59363, -3.00080], [-7.92064, -1.18864, 2.29223], [-1.80018, -0.05783, -2.82900], [-7.05326, -1.21813, 2.95586], [-3.13711, 0.78448, 2.81964], [0.63732, -0.73676, -1.03783], [-3.20908, -2.02914, -2.75246], [4.35831, -2.26042, 2.82425], [6.86175, -0.14884, 0.58012], [5.08569, -1.20093, -0.60964], [-1.91311, -3.38511, 2.45925], [2.66241, 3.73808, -5.15560]], "mulliken_spin": [0.00, 0.00, 0.00, -0.10, 0.01, 0.00, 0.00, 0.00, 0.00, 0.00, 0.00, 0.01, 0.00, 0.00, 0.00, 0.00, 0.00, -0.01, -0.01, 0.00, 0.00, 0.00, 0.00, 0.00, 0.00, 0.00, 0.00, 0.00, 0.00, 0.00, -0.01, 0.02, 0.01, 0.01, 0.00, 0.00, 0.00, 0.00, -0.01, 0.00, 0.00, 0.00, 0.06, 0.00, 0.06, -0.01, 0.00, 0.00, 0.00, 0.00, 0.00, 0.00, 0.00, 0.00, 0.00, 0.00, 0.00, 0.01, 0.27, 0.01, 0.01, 0.00, 0.00, 0.20, 0.00, 0.00, 0.00, 0.06, 0.00, 0.00, 0.00, 0.00, -0.01, 0.00, 0.00, 0.00, -0.07, 0.00, 0.00, 0.00, 0.00, -0.01, 0.00, 0.01, 0.00, 0.00, 0.00, 0.00, 0.00, 0.00, 0.00, -0.01, 0.00, 0.00, 0.53, -0.02, 0.00, 0.00, 0.00, 0.00, 0.00]}

=====

4.
{"formula": "C7H13N3O2", "method": "ωB97M-V/def2-TZVPD", "homo_energy_ev": -9.34, "e_above_lowest_kj_mol": 666.0, "smiles": "C=C(C)/C=N\\C(C)(C)/N=[N+](\\[O-])O", "homo_lumo_gap_ev": 9.99, "lumo_ev": 0.648, "symbols": ["C", "H", "H", "N", "C", "C", "H", "H", "C", "C", "H", "H", "O", "C", "H", "H", "O", "H", "N", "H", "N", "H", "C", "H", "H"], "xyz": [[1.18947, -0.50783, -0.19857], [0.02152, 0.73486, 2.78291], [-3.05289, 0.32546, 0.50714], [-0.09473, -0.20534, -0.82796], [-2.36438, -0.02479, 1.19942], [1.43061, -2.06069, -0.16468], [2.53927, 1.30168, -0.10369], [0.55476, -2.58618, -0.33026], [2.41472, 0.27239, -0.55550], [0.07596, 0.43041, 1.73473], [-2.23063, -1.04155, 0.95990], [3.27901, -0.24882, -0.37218], [0.66748, -0.64525, -2.86067], [-1.21599, 0.95405, 1.12619], [-2.05857, 0.10521, -1.77226], [-0.66195, 2.99660, 0.64690], [-1.40832, 0.06529, -2.47958], [-2.47598, 2.56986, 0.31531], [-0.12191, -0.30333, -2.03624], [2.53327, 0.35891, -1.57992], [1.07069, -0.13274, 1.19795], [-2.74372, -0.22755, 2.19246], [-1.47952, 2.20961, 0.73858], [1.82564, -2.22402, 0.77368], [2.30618, -2.11622, -0.89366]], "mulliken_charge": [1.44, 0.35, 0.39, -0.14, -1.36, -1.73, 0.33, 0.42, -1.62, -0.46, 0.36, 0.44, -0.65, 0.79, 0.39, 0.25, -0.52, 0.23, 0.73, 0.50, -0.59, 0.33, -0.72, 0.51, 0.33]}

=====

5.
{"formula": "C17H29AsN3O7PdSeSi3", "method": "ωB97M-V/def2-TZVPD", "charge": -1, "homo_energy_ev": -5.69, "e_above_lowest_kj_mol": 98.5, "homo_lumo_gap_ev": 6.10, "lumo_ev": 0.416, "symbols": ["Si", "H", "H", "H", "C", "C", "H", "O", "C", "C", "C", "H", "H", "C", "H", "C", "C", "H", "C", "H", "H", "O", "C", "O", "H", "N", "C", "Pd", "H", "H", "H", "O", "O", "O", "N", "H", "N", "H", "H", "H", "H", "H", "H", "Si", "H", "H", "C", "H", "C", "Se", "C", "As", "C", "Si", "C", "H", "H", "H", "C", "O", "H", "H"], "xyz": [[-0.12182, 0.98169, 2.35483], [1.94652, 0.27874, 3.42810], [-2.04739, 0.32476, -1.70453], [3.60001, 0.45805, 2.23594], [3.98557, 0.93493, 1.33628], [-2.41389, -4.61887, -1.14798], [0.56478, -0.13425, 4.42811], [-4.12684, -5.42188, 1.83987], [-2.84120, -4.51861, 0.15899], [-1.56960, -3.64983, -1.63545], [3.14495, -1.33604, -0.31594], [-0.77234, 3.97201, -3.11762], [4.92047, 1.08205, -1.57310], [-1.18932, -1.47544, 1.48846], [-2.13644, 2.34587, 2.25918], [0.51948, 2.65639, 3.14689], [0.94140, -0.14185, 3.40204], [-2.29022, 4.40220, -0.89877], [1.83828, 1.05540, -4.20159], [0.49528, 2.76476, -3.32870], [-3.03851, 1.59057, -0.98476], [-4.10728, -6.42945, -0.06531], [-1.93213, 1.34876, 2.64719], [-1.52127, -1.59108, 2.65296], [3.47232, 1.25823, -2.56275], [-3.76207, -5.53354, 0.68399], [-1.55606, -2.51896, 0.48465], [0.51746, 0.15083, -0.97934], [-2.49385, 1.71455, -2.67351], [-2.74206, -5.42375, -1.78810], [-2.10844, 1.38783, 3.72537], [-1.04732, -2.83881, -3.74097], [-1.22862, -4.96358, -3.49604], [-0.53364, -0.42295, 1.04870], [-1.24257, -3.82347, -3.06610], [4.19166, -1.51169, -0.58696], [2.44252, 1.82546, -4.81459], [1.60394, 2.78214, 3.15619], [0.09062, 3.56493, 2.71916], [-2.63352, 0.63979, 2.21921], [4.03473, 2.01000, 1.51381], [0.18478, 2.59738, 4.19316], [2.50902, -1.84425, -1.03742], [-0.77265, 2.51326, -1.16201], [3.86655, 2.48726, -1.37258], [-0.87554, 4.63710, 0.13949], [0.00294, 3.39893, -2.60002], [0.98302, -1.17693, 3.07737], [-2.20578, 1.40206, -1.66540], [0.89377, -0.30217, -3.31810], [-1.04135, -2.57227, -0.84501], [1.09623, 2.08380, 0.38122], [-1.60338, 3.90266, -0.20818], [2.98991, 0.52659, -0.20185], [-2.42633, -3.48122, 0.96602], [-2.17979, 3.56679, 0.65093], [-2.76236, -3.40474, 1.98994], [5.00367, 0.56648, 1.17427], [3.87719, 1.41332, -1.56879], [-0.10480, -1.81528, -1.27968], [0.74591, 4.10613, -2.22660], [2.96544, -1.78080, 0.66540]], "mulliken_charge": [1.40, 0.26, 0.08, 0.34, -1.34, -0.26, 0.46, -0.64, -0.74, -0.20, -1.14, 0.35, 0.33, 0.34, 0.26, -1.75, -1.29, 0.40, 0.05, 0.17, 0.33, -0.65, -1.33, -0.61, 0.16, 1.06, 0.06, -0.79, 0.36, 0.63, 0.47, -0.56, -0.64, 0.98, 0.95, 0.45, -0.61, 0.42, 0.41, 0.26, 0.30, 0.43, 0.24, 1.30, 0.24, 0.28, -1.05, 0.24, -0.93, 0.06, -0.01, -0.88, -1.34, 1.35, -0.36, 0.37, 0.69, 0.42, -1.00, -0.21, 0.22, 0.27]}

=====

Calculated total energy for every record listed, in sequence, given in eV: -73088.51841, -10920.84144, -75643.73841, -16028.59208, -190199.70388.